No. 1
36
Properties=species:S:1:pos:R:3:lowdin_charge:R:1 method="wB97M-V/def2-TZVPD" e_lumo_ev=0.56 relative_energy_kcal_mol=0.05 charge=0 smiles="CN(C)/C=N/c1cc(=O)n(C)c(=O)n1CC1CC1" spin_multiplicity=1
O 4.5289 0.9425 2.4085 0.06
O 2.0021 -2.5853 1.3444 0.05
N 3.3421 -0.9326 2.0274 0.04
N 0.1129 1.6657 1.3098 0.12
N -0.8135 3.3302 -0.0177 -0.20
N 1.0183 -0.5551 1.4082 0.07
C 0.2499 2.4392 0.2618 -0.11
C -0.2709 -1.1570 1.0485 -0.10
C -0.7883 4.1120 -1.2761 -0.06
C -0.3380 -1.4209 -0.4661 -0.26
C 1.1681 0.8290 1.5018 -0.29
C 3.4744 0.4388 2.1195 -0.48
C 2.3992 1.3302 1.8119 0.05
C -2.0475 3.3460 0.7575 -0.07
C -1.0210 -0.4190 -1.3699 -0.13
C 2.1207 -1.3761 1.5860 -0.42
C 4.4600 -1.8641 2.3336 0.02
C -1.6728 -1.7934 -1.1302 -0.10
H 5.2289 -1.3786 2.9619 0.10
H 2.5964 2.3663 1.9688 0.12
H -2.5770 -1.8429 -0.4978 0.11
H 4.8633 -2.2763 1.4024 0.10
H -2.4910 2.3365 0.7264 0.08
H 1.1161 2.4051 -0.4226 0.15
H -1.5602 0.4585 -0.9572 0.09
H -1.8357 3.5626 1.7964 0.08
H 0.5417 -1.9774 -0.8035 0.14
H -0.5192 -0.2160 -2.3050 0.09
H -1.0806 -0.5099 1.3790 0.12
H -1.6299 -2.4926 -1.9532 0.09
H -1.6639 3.8791 -1.8973 0.09
H -0.4212 -2.1113 1.5750 0.13
H -0.8427 5.1706 -1.0223 0.08
H -2.7842 4.0929 0.3516 0.10
H 0.1019 3.9294 -1.8745 0.08
H 4.0830 -2.6755 2.9635 0.09

***

No. 2
36
Properties=species:S:1:pos:R:3:lowdin_charge:R:1 method="wB97M-V/def2-TZVPD" e_lumo_ev="2.68 / 2.63" relative_energy_kcal_mol=3.02 charge=-1 s_squared=0.750 spin_multiplicity=2
N -0.0399 6.4656 -2.1292 0.09
N -0.6947 -3.7699 -2.9274 0.13
N -0.2112 2.5728 1.5522 0.13
N -2.9016 -5.3988 0.4280 0.10
N -0.5726 0.8314 -3.2479 0.11
N -1.3599 -0.6700 2.0845 0.16
C -0.9264 -3.6436 0.4758 -0.13
C 2.2982 2.1651 2.2347 -0.30
C -0.1181 0.1652 -0.6960 -0.12
C -0.2844 5.2986 -1.9951 -0.28
C -0.3492 0.5343 -2.1227 -0.28
C -2.0124 -4.6368 0.5119 -0.27
C 1.3099 -2.2726 -3.7562 -0.08
C -1.0363 -0.5382 3.1693 -0.33
C 0.9053 2.4074 1.8379 -0.33
C -0.6483 -0.2950 4.5518 -0.15
C -0.5388 3.8745 -1.8198 -0.11
C 0.1858 -3.0931 -3.2512 -0.29
H -0.0462 -3.8701 -0.1260 0.05
H 3.0739 2.6411 1.6349 0.04
H -0.6227 -1.2882 5.0001 0.07
H -0.5755 -3.4282 1.4850 0.05
H 2.3544 2.5282 3.2609 0.04
H 2.4833 1.0909 2.2359 0.00
H -0.9698 0.6129 -0.1839 0.05
H 0.9943 -1.9802 -4.7577 0.09
H 1.4825 -1.5932 -2.9216 0.06
H 0.7359 0.7492 -0.3529 0.03
H 0.3658 0.1042 4.5342 0.04
H 2.2004 -2.8964 -3.8340 0.07
H 0.4250 3.3745 -1.7239 0.07
H -1.3601 -2.7318 0.0652 0.05
H -1.1560 3.6162 -0.9594 0.07
H -1.0530 3.5989 -2.7405 0.07
H 0.0497 -0.8964 -0.5146 0.05
H -1.3869 0.3713 4.9975 0.08

***

No. 3
36
Properties=species:S:1:pos:R:3:lowdin_charge:R:1 method="wB97M-V/def2-TZVPD" e_lumo_ev=0.15 relative_energy_kcal_mol=2.48 charge=0 smiles=CC#N.CC#N.CC#N.CC#N.CC#N.CC#N spin_multiplicity=1
N -2.1550 2.5778 -2.2684 0.13
N -0.9363 -0.1782 0.6976 0.17
N 1.8162 -1.0542 4.5767 0.14
N -3.2908 -1.6885 5.7810 0.12
N 2.9354 -0.2149 -3.5365 0.15
N -4.3347 1.9863 0.9929 0.13
C -2.5412 1.4991 -2.1200 -0.28
C -1.7253 -1.2612 3.7588 -0.10
C -0.0571 -0.1864 -0.0389 -0.25
C -1.9265 2.9304 1.1753 -0.09
C -2.6117 -1.4937 4.8821 -0.29
C -3.2720 2.4083 1.0833 -0.30
C -2.9760 0.1175 -1.9557 -0.07
C 3.5785 -0.1291 -6.0513 -0.06
C 3.4360 -1.7440 2.6535 -0.07
C 1.0260 -0.2599 -1.0320 -0.08
C 3.2191 -0.1771 -4.6458 -0.26
C 2.5184 -1.3724 3.7295 -0.28
H -3.5473 0.0122 -1.0350 0.07
H -1.0137 -2.0781 3.6990 0.07
H -2.1163 -0.5432 -1.9247 0.06
H -1.2779 2.2053 1.6637 0.05
H 3.9771 -2.6510 2.8936 0.08
H 2.8651 -1.8892 1.7368 0.07
H 4.4767 -0.7230 -6.2105 0.09
H 1.0360 0.6308 -1.6517 0.07
H 0.8156 -1.1122 -1.6773 0.08
H -1.2040 -0.3141 3.9036 0.07
H -1.5332 3.1051 0.1741 0.05
H 2.7652 -0.5618 -6.6315 0.09
H 4.1124 -0.9044 2.4921 0.08
H -3.6144 -0.1593 -2.7955 0.08
H 3.7593 0.8945 -6.3625 0.09
H -1.9036 3.8615 1.7378 0.08
H -2.2726 -1.1365 2.8274 0.05
H 1.9727 -0.3966 -0.5212 0.07

***

No. 4
42
Properties=species:S:1:pos:R:3:lowdin_charge:R:1 method="wB97M-V/def2-TZVPD" e_lumo_ev=-5.65 relative_energy_kcal_mol=0.00 charge=+2 spin_multiplicity=1
Sn 1.7646 -0.4456 0.7363 1.45
S -2.9987 0.5382 0.1998 0.98
S -5.0383 1.9426 0.3621 0.80
O -5.3395 -0.6679 -0.2968 -0.08
O -2.4779 -1.2377 -0.1608 -0.18
O -0.4354 -0.6705 0.4440 -0.20
N 2.2684 1.3398 -3.3552 0.17
N 3.3556 0.3218 -1.7308 0.09
N 1.5253 -2.5820 -0.4106 -0.09
N 3.4158 0.9084 -2.8795 -0.25
N 4.5675 0.9554 -3.6130 0.18
N 2.0702 0.3640 -1.4057 -0.15
C 1.4254 0.9918 -2.4005 -0.14
C 2.4997 1.9048 3.2201 -0.07
C 1.7609 2.5527 1.0162 -0.15
C -6.7900 -0.5325 -0.3877 0.01
C 0.4784 -3.3912 0.2663 -0.22
C -1.2615 -1.5354 0.0479 -0.55
C -0.9008 -2.9755 -0.2140 -0.06
C 1.2308 1.4082 3.5074 -0.08
C 0.4926 2.0462 1.2972 -0.19
C 0.2304 1.4726 2.5466 -0.14
C 2.7647 2.4696 1.9804 -0.10
C -4.6771 0.3811 0.0127 -1.19
H -0.7613 1.1008 2.7691 0.12
H -0.3002 2.1377 0.5650 0.10
H 1.0210 0.9845 4.4803 0.12
H 0.6134 -4.4522 0.0599 0.14
H -7.1564 -1.5319 -0.5868 0.11
H 3.7477 2.8710 1.7718 0.12
H -0.9928 -3.1346 -1.2941 0.15
H 2.4244 -3.0574 -0.3646 0.11
H 1.3078 -2.5110 -1.4024 0.10
H 1.9532 3.0450 0.0711 0.11
H -7.1780 -0.1559 0.5556 0.10
H 4.4919 1.6985 -4.3006 0.13
H -1.6755 -3.5970 0.2349 0.15
H 0.5794 -3.2522 1.3448 0.12
H 0.3675 1.1903 -2.4302 0.13
H -7.0359 0.1433 -1.2031 0.11
H 3.2964 1.8632 3.9506 0.12
H 5.3664 1.0991 -3.0036 0.13

***

No. 5
32
Properties=species:S:1:pos:R:3:lowdin_charge:R:1 method="wB97M-V/def2-TZVPD" e_lumo_ev=-4.20 relative_energy_kcal_mol=61.86 charge=+1 spin_multiplicity=1
S -0.2909 -0.2957 -3.8072 0.90
N -1.5120 -1.2135 -1.4599 0.15
C 0.2820 1.3851 1.2211 -0.09
C 1.7186 -0.3940 1.0621 -0.08
C 0.3101 -0.8956 0.9635 -0.05
C 0.0171 -2.2520 0.2697 0.04
C 1.5729 0.9647 0.4765 -0.27
C -0.3394 -1.4354 -0.8592 -0.31
C -1.6233 1.3201 -2.1481 -0.09
C 1.3973 0.6727 -1.0187 -0.07
C -0.7083 -0.1772 3.1434 -0.01
C -0.8340 0.0135 -2.1609 -0.75
C -0.5535 0.1481 1.6114 -0.27
C 0.2803 -0.2626 -1.1589 -0.19
H 2.0202 -0.2347 2.1128 0.17
H 0.5870 1.9537 2.0873 0.12
H 1.0536 1.6499 -1.5735 0.17
H -0.7465 -2.8489 0.7419 0.14
H -0.8283 -1.2936 3.2691 0.10
H -2.0721 -1.8251 -2.0265 0.14
H 0.8420 -0.9029 -3.3703 -0.08
H 2.3873 1.5920 0.7004 0.14
H 0.1876 0.1061 3.6077 0.05
H -2.6953 1.2324 -2.4769 0.10
H 2.3735 -1.0288 0.6143 0.10
H -1.0734 2.0241 -2.9373 0.11
H -1.5133 0.2868 1.0994 0.15
H -1.5036 0.3433 3.7616 0.11
H -0.2947 2.0633 0.5283 0.13
H -1.8336 1.8809 -1.1849 0.09
H 2.4354 0.2748 -1.3014 0.16
H 0.9573 -2.8517 0.2133 0.16

***

No. 6
32
Properties=species:S:1:pos:R:3:lowdin_charge:R:1 method="wB97M-V/def2-TZVPD" e_lumo_ev="-4.81 / -3.75" relative_energy_kcal_mol=115.17 charge=+1 spin_multiplicity=1
S 2.3823 0.6241 0.1605 1.10
N 0.6010 3.3574 0.3027 0.16
C -0.8628 1.2923 1.2693 -0.08
C -2.3459 -1.9572 0.2980 -0.06
C 2.0280 -1.8990 -0.2446 -0.09
C 3.7132 -0.4221 -0.0866 -0.35
C -1.0441 -1.5910 -0.4795 -0.26
C -0.4930 1.0485 -0.1840 -0.50
C 0.4892 2.2071 -0.6717 -0.10
C 1.2883 -0.7190 -0.1718 -0.42
C 3.4026 -1.7760 -0.1528 -0.10
C -1.8062 1.0406 -0.9471 -0.08
C -1.1535 -2.9330 0.2701 -0.08
C -0.0736 -0.5535 -0.2418 -0.12
H 0.1043 2.9935 1.1157 0.09
H -1.3369 -3.6924 -0.4672 0.10
H -0.5823 -3.2833 1.1511 0.12
H 1.5810 3.5816 0.4547 0.15
H -3.0846 -2.4051 -0.3708 0.11
H -0.0150 1.3622 1.9785 0.10
H -1.4424 0.3117 1.5929 0.13
H -2.1799 2.0427 -1.0759 0.08
H -1.6270 2.1965 1.2162 0.14
H 0.2383 2.5385 -1.6438 0.09
H -2.7189 -1.3481 1.0352 0.06
H 1.4950 -2.7729 -0.1742 0.09
H -1.0257 -1.7639 -1.5431 0.15
H 0.0626 4.2239 0.1540 0.18
H 4.6321 -0.0341 0.0806 0.03
H 4.1300 -2.5672 -0.0112 0.12
H -2.6598 0.3168 -0.6301 0.12
H -1.6966 0.5806 -1.9833 0.12

***

No. 7
35
Properties=species:S:1:pos:R:3:lowdin_charge:R:1 method="wB97M-V/def2-TZVPD" e_lumo_ev=0.77 charge=-1 spin_multiplicity=1
P 2.8408 1.3635 -0.4749 1.04
O -5.0981 -2.6236 1.5074 -0.05
O -3.2756 -1.2098 -0.0697 -0.09
O -1.6173 -5.0715 3.4937 -0.07
O 0.1954 -3.4205 2.1500 -0.07
C -1.0274 -3.3110 1.9671 -0.41
C -2.8581 -2.0542 0.7601 -0.44
C 0.0845 3.0651 0.2424 -0.07
C -0.3034 0.7114 -0.7011 -0.08
C -3.8862 -2.8556 1.5980 -0.41
C -2.0534 -4.1859 2.7285 -0.44
C -0.1757 2.1923 -1.0029 -0.43
C -3.3879 -3.8750 2.4755 -0.04
C -1.5315 -2.3584 1.0270 -0.06
C 3.2462 -0.3053 -1.0689 -0.21
C 0.7922 2.3994 -2.1657 -0.21
C 2.2766 2.5095 -1.7778 -0.32
H 0.6400 1.6279 -2.9096 0.12
H 2.3313 -0.8732 -1.1675 0.06
H 1.1017 3.4462 0.3397 0.05
H -0.7438 -1.8275 0.4874 0.06
H 2.8811 2.2735 -2.6495 0.09
H -0.5699 3.9247 0.2329 0.08
H 3.8407 -0.7665 -0.2899 0.06
H 2.5619 3.5113 -1.4882 0.08
H 0.6472 0.1952 -0.6766 0.02
H -0.8893 0.5260 0.1896 0.09
H -1.1555 2.4914 -1.3533 0.13
H -0.1226 2.4980 1.1410 0.08
H -4.1656 -4.4375 2.9842 0.09
H 1.9544 1.2123 0.5877 0.05
H 3.7810 -0.2152 -2.0045 0.06
H -0.8690 0.2444 -1.4989 0.10
H 4.0332 1.8719 0.0504 0.03
H 0.5222 3.3267 -2.6637 0.12

***

No. 8
47
Properties=species:S:1:pos:R:3:lowdin_charge:R:1 method="wB97M-V/def2-TZVPD" e_lumo_ev=2.49 relative_energy_kcal_mol=8.14 charge=-1 spin_multiplicity=1
Pb -0.7030 0.6634 -0.0127 1.19
Br 1.8094 0.8047 2.4878 0.59
Br 3.5677 -0.7496 0.3786 0.58
S -2.9453 -0.5124 -0.8870 0.56
S -0.4167 -2.1174 0.9836 0.20
O 0.4277 -1.4247 -0.0695 -0.54
O -2.3554 2.3423 1.4452 -0.12
O -0.9239 -0.9760 1.8407 -0.57
O 0.4385 -2.9691 1.8114 -0.37
O -1.4982 -2.8628 0.3724 -0.38
N 1.0560 2.1121 -1.4007 0.00
N -1.1330 -0.9509 -2.8625 -0.01
N -0.4969 0.1397 -2.4498 -0.08
N -2.5116 -2.6838 -2.2883 -0.02
N -4.2658 2.4698 2.6405 0.13
N -2.8149 0.7160 3.0000 0.18
C -2.1989 -3.3719 -4.6127 -0.10
C 0.4747 0.3363 -4.6863 -0.04
C 2.1311 2.4469 -3.4975 -0.02
C 2.9663 3.3864 -2.9270 -0.07
C 0.3242 0.7456 -3.2474 -0.27
C -3.0823 1.8391 2.3045 -0.68
C 2.6855 -0.8555 2.0761 -1.03
C 1.8740 2.9963 -0.8571 -0.15
C 1.1703 1.8033 -2.7026 -0.22
C 2.8488 3.6707 -1.5738 -0.07
C -2.0685 -1.4309 -2.0598 -0.82
C -1.7697 -3.5793 -3.1609 -0.25
H 1.7430 3.1729 0.2050 0.09
H 3.5004 4.3861 -1.0942 0.10
H -0.2117 -0.4847 -4.8716 0.05
H 3.4567 -0.9946 2.8272 -0.01
H -1.6990 -4.0786 -5.2765 0.06
H -2.1151 0.0603 2.6251 0.05
H -4.7350 2.2342 3.4962 0.08
H -0.6983 -3.3912 -3.0595 0.11
H 2.2268 2.2048 -4.5452 0.10
H 1.4929 0.0028 -4.8927 0.08
H -3.2779 -3.5015 -4.6975 0.07
H 0.2262 1.1640 -5.3527 0.08
H -3.5559 0.2921 3.5296 0.10
H -1.9556 -2.3551 -4.9115 0.05
H 1.9594 -1.6656 2.0604 -0.04
H -2.9396 -3.0848 -1.4683 0.10
H -4.3788 3.4019 2.2865 0.09
H -1.9829 -4.6051 -2.8599 0.11
H 3.7134 3.8869 -3.5292 0.10

***

These records have maximum force values of 3.74, 5.73, 0.92, 0.39, 3.20, 4.58, 1.02, 1.52 eV Å⁻¹, in the order they appear.